Record 1
ORCA calculation (ωB97M-V with the def2-TZVPD basis set) on a molecular structure, C5H11NO at a distorted geometry.

Results
Orbital gap: 8.81 eV
E_tot: -326.9278 hartree

Geometry as ORCA input:
```
! RIJCOSX wB97M-V def2-TZVPD def2/J DEFGRID3
* xyz 0 1
C 1.461 -0.886 0.585
C -0.388 0.145 -1.720
C -1.274 -1.272 0.265
N -0.585 0.138 -0.254
C 0.754 0.247 0.406
C 0.875 1.497 1.123
O -1.389 1.176 0.091
H -0.444 1.836 1.033
H 2.349 -0.855 1.197
H 1.323 -1.777 -0.004
H -1.361 0.015 -2.190
H 0.014 1.113 -2.016
H 0.293 -0.653 -2.010
H 1.620 1.480 1.912
H 1.112 2.344 0.484
H -1.281 -1.234 1.350
H -0.799 -2.165 -0.126
H -2.280 -1.149 -0.126
*
```


Record 2
ORCA calculation (ωB97M-V with the def2-TZVPD basis set) on a single C5H11NO molecule at a distorted geometry.

Results
Orbital gap: 4.48 eV
E_tot: -326.8592 hartree

Geometry as ORCA input:
```
! RIJCOSX wB97M-V def2-TZVPD def2/J DEFGRID3
* xyz 0 1
C 2.106 1.492 0.542
C 1.774 0.188 -0.314
N 0.683 -0.557 0.333
C -0.756 0.280 0.423
C -1.827 -0.067 -0.414
C -2.494 -1.426 -0.315
O 2.884 -0.483 -0.509
H 2.465 2.149 -0.237
H 2.856 1.110 1.219
H 1.255 1.825 1.093
H 0.545 -1.386 -0.264
H -0.401 1.308 0.251
H 1.378 0.603 -1.277
H -0.957 0.204 1.490
H -1.825 0.373 -1.399
H -1.828 -1.914 0.428
H -3.540 -1.534 0.092
H -2.318 -2.166 -1.141
*
```


Record 3
ORCA calculation (ωB97M-V with the def2-TZVPD basis set) on 2 unconnected molecules or ions with the total composition C5H11NO.

Results
Orbital gap: 7.89 eV
E_tot: -326.9289 hartree

Geometry as ORCA input:
```
! RIJCOSX wB97M-V def2-TZVPD def2/J DEFGRID3
* xyz 0 1
C -1.030 1.116 2.131
C -0.007 0.336 1.378
C 0.174 -1.085 1.014
N 0.009 0.026 0.086
C -0.189 0.266 -1.173
C 0.220 -0.700 -2.252
O 0.414 -2.020 -1.798
H -1.103 2.131 1.726
H -0.753 1.204 3.186
H -2.032 0.657 2.082
H 1.944 1.669 0.444
H -0.664 -1.798 0.991
H 1.157 -1.553 1.058
H -0.538 1.258 -1.441
H 2.163 1.877 -0.240
H -0.519 -0.652 -3.067
H 1.180 -0.402 -2.690
H -0.425 -2.329 -1.433
*
```


Record 4
ORCA calculation (ωB97M-V with the def2-TZVPD basis set) on 3 unconnected molecules or ions with the total composition C5H11NO at a distorted geometry.

Results
Orbital gap: 8.66 eV
E_tot: -326.9782 hartree

Geometry as ORCA input:
```
! RIJCOSX wB97M-V def2-TZVPD def2/J DEFGRID3
* xyz 0 1
C -0.608 -2.364 0.061
C 0.787 -1.842 -0.342
N 0.758 -0.562 -1.031
C 0.784 1.818 -1.094
C 1.024 0.677 -0.377
C -0.324 0.599 1.453
O 0.437 0.057 2.115
H -0.461 -3.315 0.589
H -1.409 -2.527 -0.682
H -0.895 -1.574 0.750
H 1.390 -2.652 -0.844
H 1.244 -1.753 0.647
H -0.148 -0.514 -1.504
H -2.970 4.176 0.977
H 0.964 2.742 -0.580
H 0.507 1.865 -2.138
H 1.843 0.689 0.344
H -2.924 4.479 1.657
*
```


Record 5
ORCA calculation (ωB97M-V with the def2-TZVPD basis set) on a single C5H11NO molecule.

Results
Structure (SMILES): CC(C)N(C)C=O
Orbital gap: 10.13 eV
E_tot: -327.1123 hartree

Geometry as ORCA input:
```
! RIJCOSX wB97M-V def2-TZVPD def2/J DEFGRID3
* xyz 0 1
C -1.164 -0.210 -1.376
C 0.078 -0.535 -0.543
C 1.351 0.032 -1.167
N -0.127 -0.073 0.840
C 0.577 1.064 1.395
C -1.004 -0.775 1.605
O -1.553 -1.808 1.267
H -1.247 0.872 -1.539
H -1.120 -0.703 -2.353
H -2.058 -0.566 -0.859
H 0.171 -1.625 -0.483
H 2.240 -0.184 -0.564
H 1.500 -0.420 -2.153
H 1.285 1.115 -1.317
H 1.623 0.825 1.625
H 0.560 1.919 0.713
H 0.086 1.365 2.324
H -1.197 -0.294 2.583
*
```


Record 6
ORCA calculation (ωB97M-V with the def2-TZVPD basis set) on a single C5H11NO molecule.

Results
Orbital gap: 8.29 eV
E_tot: -326.9053 hartree

Geometry as ORCA input:
```
! RIJCOSX wB97M-V def2-TZVPD def2/J DEFGRID3
* xyz 0 1
C 2.612 0.514 0.153
O 1.632 1.069 -0.674
C 0.788 0.207 -1.119
C 0.098 -0.464 0.882
N -0.986 -0.590 -0.123
C -2.313 -0.501 0.449
C -0.681 0.444 -1.105
H 3.275 1.306 0.496
H 3.138 -0.321 -0.325
H 1.378 -0.242 0.763
H 1.159 -0.766 -1.445
H 0.088 -1.355 1.522
H -0.092 0.420 1.524
H -2.495 0.466 0.955
H -2.441 -1.302 1.186
H -3.071 -0.634 -0.332
H -0.887 1.471 -0.749
H -1.201 0.277 -2.056
*
```